Record 1
This record from the OMol25 dataset describes a 10-piece molecular cluster, H20O10 overall in a non-equilibrium geometry. The level of theory is ωB97M-V/def2-TZVPD.

XYZ file:
```
30
Properties=species:S:1:pos:R:3
O 5.7013 16.0025 -19.8562
H 5.8547 15.2906 -20.4780
H 4.7601 15.9494 -19.6877
O 0.8156 14.6268 -19.0315
H 0.8026 13.9886 -19.7275
H 0.0437 14.3758 -18.5625
O 0.7082 17.5647 -18.9318
H 0.9203 18.4078 -18.5219
H 1.5298 17.1708 -19.1904
O 0.7037 13.1012 -21.3699
H 0.9554 12.2888 -20.8608
H 1.5575 13.4730 -21.6531
O 3.7262 16.0402 -16.8113
H 3.0085 16.3343 -16.2491
H 4.2123 15.3704 -16.3072
O 3.1085 14.1271 -21.9343
H 3.3513 14.6950 -21.2283
H 3.8889 13.6086 -22.1331
O 3.0824 16.0763 -19.5672
H 3.2571 16.0625 -18.6287
H 2.3334 15.4466 -19.6569
O -1.4627 15.4631 -20.5273
H -1.5754 14.7424 -21.1146
H -0.5123 15.5080 -20.4912
O 3.3721 13.2886 -18.0581
H 2.4979 12.9305 -18.2784
H 3.8536 12.6849 -17.5268
O 4.9945 18.3271 -16.9839
H 4.5734 17.4812 -17.0591
H 4.4695 18.9620 -16.4965
```

Calculated values
F_max: 1.95 eV Å⁻¹
E_tot: -764.3724 Eh
Kohn-Sham gap: 10.4822 eV

Partial charges, natural (NBO), in e: -0.952, 0.446, 0.478, -0.981, 0.479, 0.494, -0.958, 0.465, 0.479, -0.975, 0.465, 0.504, -0.950, 0.492, 0.502, -0.952, 0.494, 0.488, -0.995, 0.509, 0.499, -0.936, 0.460, 0.473, -0.952, 0.480, 0.471, -0.971, 0.482, 0.460


Record 2
This record from the OMol25 dataset describes C5H7NO as an isolated structure. The level of theory is ωB97M-V/def2-TZVPD.

XYZ file:
```
14
Properties=species:S:1:pos:R:3
C -1.7086 0.4643 -0.3077
C -0.1038 -0.8326 0.3369
N 0.7213 -1.5324 1.1674
C 0.7783 -0.0011 1.0946
C 1.1278 0.6578 -0.2421
C 0.0061 -0.2483 -0.9822
O -0.0811 -0.6307 -2.1396
H -1.7287 1.1784 -1.1328
H -1.8119 0.9634 0.6568
H -2.4693 -0.3006 -0.4638
H 1.4164 -2.1088 0.6907
H 0.5799 0.4910 2.0377
H 2.0792 0.3550 -0.6886
H 1.0226 1.7453 -0.2503
```

Calculated values
F_max: 0.40 eV Å⁻¹
E_tot: -324.4639 Eh
Kohn-Sham gap: 7.6526 eV

Partial charges, natural (NBO), in e: -0.694, 0.267, -0.528, -0.136, -0.430, 0.429, -0.639, 0.234, 0.199, 0.218, 0.380, 0.223, 0.242, 0.236


Record 3
This record from the OMol25 dataset describes C21H20BaI2N6OS as an isolated structure in a non-equilibrium geometry. The level of theory is ωB97M-V/def2-TZVPD.

XYZ file:
```
52
Properties=species:S:1:pos:R:3
Ba 1.0693 0.7183 0.1771
I -5.7712 0.8480 4.3466
C -3.7665 0.9222 3.6714
C -2.8835 -0.0791 4.0426
C -1.5953 -0.0275 3.5549
I -0.1995 -1.5457 3.9844
C -1.1236 0.9941 2.6884
O 0.0801 1.0175 2.2319
C -2.0900 1.9678 2.3002
C -1.6760 2.9744 1.2662
N -1.3822 2.3403 -0.0372
C -2.5210 1.6442 -0.6290
C -2.6293 0.2245 -0.1217
C -3.8071 -0.2438 0.4484
C -3.8589 -1.5370 0.9376
C -2.7305 -2.3327 0.8258
C -1.6076 -1.7971 0.2224
N -1.5476 -0.5509 -0.2483
C -3.3744 1.9322 2.8091
H -3.1966 -0.8856 4.6909
H -2.4713 3.7246 1.1613
H -0.7655 3.4950 1.5722
H -1.0307 3.0481 -0.6731
H -3.4675 2.1686 -0.4477
H -2.3727 1.6051 -1.7109
H -4.6608 0.4137 0.5459
H -4.7566 -1.9095 1.4136
H -2.7139 -3.3433 1.2096
H -0.7077 -2.3955 0.1180
H -4.0924 2.6852 2.5045
C 3.7633 -0.6660 -3.7584
C 3.2671 -0.5586 -2.3358
N 3.1468 0.5910 -1.7586
N 3.6126 1.6314 -2.4808
C 3.2203 2.8380 -2.1749
N 3.9028 3.8480 -2.7860
S 1.9603 3.3505 -1.1139
C 3.0182 -1.7909 -1.5685
C 3.4923 -3.0223 -2.0476
C 3.3181 -4.1677 -1.2952
C 2.6668 -4.0813 -0.0735
C 2.2175 -2.8384 0.3254
N 2.3818 -1.7242 -0.3876
H 3.4457 0.2177 -4.3039
H 3.3756 -1.5505 -4.2596
H 4.8558 -0.6871 -3.7810
H 4.5700 3.6312 -3.5053
H 3.5210 4.7748 -2.7263
H 4.0160 -3.0861 -2.9886
H 3.6951 -5.1143 -1.6596
H 2.5087 -4.9472 0.5533
H 1.6949 -2.7240 1.2714
```

Calculated values
F_max: 1.30 eV Å⁻¹
E_tot: -2235.2116 Eh
Kohn-Sham gap: 7.3097 eV

Partial charges, Mulliken, in e: 1.736, 0.036, -0.383, -0.413, -0.277, 0.049, 0.490, -1.078, 0.812, -1.318, -0.134, -1.235, 0.793, -0.583, -0.392, -0.665, -0.156, -0.307, -0.491, 0.395, 0.404, 0.408, 0.254, 0.291, 0.515, 0.351, 0.434, 0.420, 0.429, 0.418, -1.488, 0.900, 0.153, -1.027, 0.464, -0.407, -0.607, 0.313, -0.683, -0.378, -0.719, -0.360, -0.079, 0.412, 0.459, 0.285, 0.231, 0.199, 0.293, 0.413, 0.420, 0.406


Record 4
This record from the OMol25 dataset describes C33H46B2F6N7O6RuS5 as an isolated structure. The level of theory is ωB97M-V/def2-TZVPD.

XYZ file:
```
106
Properties=species:S:1:pos:R:3
Ru -0.5055 0.8372 -0.5142
C -1.3144 -1.7433 -4.6692
C -1.9483 -2.8924 -3.8931
C -0.8618 -3.8356 -3.3817
C -2.9183 -3.6146 -4.8311
N -2.7418 -2.4515 -2.6803
C -3.6264 -3.3298 -2.0863
C -4.1505 -2.7166 -1.0079
N -3.5949 -1.4614 -0.9231
B -3.9700 -0.5659 0.2962
N -3.1482 -1.0063 1.5449
C -3.7662 -1.2145 2.7530
C -2.8716 -1.7828 3.5875
N -1.6870 -1.9272 2.8930
C -1.8756 -1.4160 1.6579
S -0.7136 -1.3408 0.3477
C -0.5300 -2.7663 3.3897
C -0.4842 -4.0377 2.5441
C -0.7864 -3.1383 4.8474
C 0.7811 -1.9965 3.3028
N -3.9612 0.9553 0.0159
C -4.9948 1.5410 -0.6744
C -4.8291 2.8799 -0.6149
N -3.6801 3.1257 0.1056
C -3.1567 1.9343 0.4663
S -1.6740 1.6335 1.3200
C -3.2217 4.4976 0.5447
C -4.1819 5.5386 -0.0215
C -3.2754 4.5406 2.0706
C -1.8223 4.7792 0.0136
C -2.7238 -1.3246 -1.9349
S -1.7451 0.0867 -2.2312
H -0.9223 -2.1691 -5.5930
H -0.4893 -1.2789 -4.1404
H -2.0414 -0.9768 -4.9397
H -0.2726 -4.1984 -4.2238
H -1.2875 -4.6989 -2.8683
H -0.1941 -3.3124 -2.6955
H -2.3847 -3.8728 -5.7443
H -3.7557 -2.9690 -5.0983
H -3.3057 -4.5434 -4.4158
H -3.8224 -4.3062 -2.4849
H -4.8848 -3.0570 -0.2994
H -5.1084 -0.8452 0.5510
H -4.7955 -0.9474 2.9132
H -2.9879 -2.0975 4.6050
H -1.4253 -4.5858 2.6157
H 0.3159 -4.6813 2.9100
H -0.2797 -3.8157 1.4969
H -1.6741 -3.7590 4.9689
H -0.8643 -2.2567 5.4851
H 0.0662 -3.7195 5.1942
H 1.1113 -1.8814 2.2773
H 1.5469 -2.5619 3.8341
H 0.6976 -1.0110 3.7613
H -5.7763 0.9576 -1.1285
H -5.4401 3.6640 -1.0162
H -5.1960 5.4226 0.3632
H -4.1971 5.5289 -1.1120
H -3.8221 6.5187 0.2876
H -4.2751 4.2911 2.4304
H -3.0354 5.5503 2.4034
H -2.5527 3.8615 2.5200
H -1.8183 4.8045 -1.0744
H -1.0931 4.0520 0.3579
H -1.5054 5.7590 0.3725
C 7.7848 0.0255 1.4943
C 6.8637 -1.2027 1.4739
C 7.1730 -2.0949 2.6845
C 7.1555 -2.0004 0.2033
C 5.4066 -0.7429 1.5413
C 4.9794 0.0112 2.6401
C 3.6770 0.4799 2.7797
C 2.8006 0.1618 1.7692
O 1.4631 0.4984 1.6363
B 1.1015 -0.0529 0.4162
O 2.1407 -0.7214 -0.2043
C 3.2052 -0.5816 0.6782
C 4.4907 -1.0466 0.5301
H 8.8278 -0.2880 1.4183
H 7.6760 0.5979 2.4159
H 7.5660 0.6898 0.6563
H 8.2138 -2.4231 2.6518
H 6.5360 -2.9816 2.6863
H 7.0194 -1.5659 3.6255
H 8.2023 -2.3068 0.2023
H 6.9854 -1.4062 -0.6969
H 6.5476 -2.9056 0.1433
H 5.6901 0.2503 3.4200
H 3.3730 1.0721 3.6321
H 4.7638 -1.6137 -0.3477
F 3.3806 1.7225 -2.5745
C 3.0773 2.6210 -1.6581
F 3.6230 3.7830 -1.9542
F 3.5176 2.2133 -0.4742
S 1.2079 2.8101 -1.5558
O 0.6478 1.6291 -2.2491
O 0.8679 2.6969 -0.1340
N 0.7925 4.1693 -2.1164
S 0.7967 4.4091 -3.7218
O 1.8061 3.6293 -4.3634
O 0.6433 5.8020 -3.9480
C -0.8349 3.6417 -4.2635
F -0.6211 2.4881 -4.8802
F -1.4572 4.4690 -5.0912
F -1.6410 3.4102 -3.2158
```

Calculated values
Charge: +1
F_max: 0.42 eV Å⁻¹
E_tot: -4854.5787 Eh
Kohn-Sham gap (spin up / spin down): 6.5404 / 6.5411 eV

Atomic partial charges in e from the Mulliken method, atoms 1 to 99: 2.109, -2.194, 1.351, -1.402, -1.761, 0.683, -0.238, -1.453, 0.289, 0.395, 0.819, -1.132, -0.676, 0.420, -0.455, -0.265, 1.637, -1.659, -2.252, -1.656, 0.186, -1.185, -0.465, 0.599, -0.052, -0.421, 1.296, -2.255, -1.634, -1.418, -0.393, -0.379, 0.557, 0.475, 0.464, 0.456, 0.371, 0.201, 0.463, 0.408, 0.457, 0.569, 0.661, -0.219, 0.686, 0.608, 0.406, 0.482, 0.291, 0.541, 0.481, 0.443, 0.088, 0.526, 0.485, 0.668, 0.614, 0.536, 0.459, 0.443, 0.391, 0.486, 0.330, 0.335, 0.145, 0.561, -1.620, 1.723, -1.610, -2.018, 0.649, -0.456, -2.554, 0.759, -0.241, 0.859, -0.030, 0.790, -0.558, 0.455, 0.334, 0.359, 0.449, 0.370, 0.325, 0.420, 0.379, 0.377, 0.420, 0.572, 0.675, -0.202, 0.550, -0.201, -0.148, 0.810, -0.582, -0.805, -0.434


Question: The lowest F_max belongs to which entry?
Answer: C5H7NO


Question: Which value of F_max does entry 1 give?
Answer: 1.95 eV Å⁻¹